(1)
Computed, not measured: 6 unconnected molecules or ions with the total composition C24H42N4O15P in a non-equilibrium geometry, with wB97M-V/def2-TZVPD.

Total charge = +1
Kohn-Sham gap = 9.02 eV
Total energy = -2628.53424 Eh
LUMO = -3.154 eV

Cartesian coordinates (Å):
C -0.570 -0.870 -1.610
C -0.338 0.441 -2.360
N -1.482 1.349 -2.194
C -2.554 1.226 -3.122
C -2.533 2.205 -4.296
C -3.791 2.036 -5.136
N -5.023 2.126 -4.292
C -4.984 1.381 -3.161
N -5.987 0.642 -2.758
P -6.221 -0.327 -1.231
C -4.732 -1.391 -1.242
C -5.804 0.926 0.036
C -6.412 0.482 1.392
N -3.835 1.441 -2.353
H -0.281 -0.793 -0.562
H 0.035 -1.673 -2.039
H -1.620 -1.167 -1.679
H -0.137 0.232 -3.420
H 0.541 0.966 -1.976
H -1.187 2.308 -2.076
H -2.558 0.193 -3.493
H -2.453 3.219 -3.890
H -1.674 2.022 -4.950
H -3.784 1.041 -5.596
H -3.861 2.770 -5.938
H -5.842 1.929 -4.857
H -6.803 0.622 -3.356
H -5.044 -2.435 -1.329
H -4.185 -1.251 -0.305
H -4.056 -1.159 -2.063
H -6.179 1.908 -0.268
H -4.719 1.012 0.108
H -7.099 -0.362 1.291
H -5.624 0.191 2.091
H -6.966 1.299 1.858
H -3.763 2.399 -2.015
C -0.306 1.205 1.211
C 1.179 0.917 1.298
O 1.653 2.048 2.038
C 0.641 2.547 2.776
O 0.755 3.341 3.649
O -0.540 2.005 2.377
H -0.913 0.305 1.235
H -0.548 1.798 0.328
H 1.405 0.012 1.863
H 1.675 0.874 0.331
C -1.045 0.801 5.348
C -2.283 0.256 6.038
O -2.746 -0.709 5.080
C -1.712 -1.075 4.290
O -1.760 -1.940 3.475
O -0.633 -0.306 4.536
H -0.249 1.091 6.027
H -1.279 1.631 4.682
H -2.053 -0.252 6.975
H -3.061 0.994 6.204
C 6.067 1.778 1.551
C 4.809 0.942 1.704
O 4.865 0.102 0.540
C 6.146 0.019 0.126
O 6.529 -0.725 -0.721
O 6.917 0.899 0.795
H 6.546 2.038 2.489
H 5.900 2.682 0.964
H 4.835 0.310 2.593
H 3.893 1.522 1.698
C 3.627 -4.039 1.359
C 5.020 -3.994 1.966
O 4.971 -2.780 2.728
C 3.681 -2.498 3.010
O 3.326 -1.630 3.743
O 2.855 -3.312 2.325
H 3.220 -5.040 1.252
H 3.572 -3.511 0.406
H 5.205 -4.824 2.650
H 5.822 -3.928 1.237
C 5.087 -2.205 -2.912
C 5.057 -0.685 -2.930
O 3.744 -0.410 -2.412
C 3.352 -1.465 -1.665
O 2.417 -1.459 -0.930
O 4.181 -2.507 -1.842
H 6.061 -2.628 -2.689
H 4.695 -2.641 -3.832
H 5.792 -0.245 -2.256
H 5.152 -0.250 -3.920

These are the Mulliken partial charges, in e, on atoms 1 to 8: number 1, C, carries -0.333; number 2, C, carries -0.818; number 3, N, carries 0.070; number 4, C, carries -0.962; number 5, C, carries -0.538; number 6, C, carries -0.758; number 7, N, carries -0.239; number 8, C, carries 0.261


(2)
Computed, not measured: a molecular structure, C54H60Ge2N4S6W in a non-equilibrium geometry, with wB97M-V/def2-TZVPD.

Total charge = +2
Kohn-Sham gap (alpha / beta) = 6.27 / 6.59 eV
Total energy = -8922.63406 Eh
Multiplicity = 3
LUMO (alpha / beta) = -6.080 / -5.762 eV

Cartesian coordinates (Å):
W 2.424 -0.511 0.321
N 4.289 -1.367 1.588
N 4.763 -2.576 1.077
C 4.475 -2.993 -0.163
N 5.004 -4.150 -0.538
S 3.501 -2.127 -1.251
H 5.076 -0.758 1.755
H 3.825 -1.550 2.469
H 5.295 -3.162 1.699
H 5.588 -4.717 0.058
H 4.810 -4.488 -1.464
C 1.215 -2.167 -6.172
C 0.485 -2.521 -4.901
C -0.780 -2.020 -4.629
C -1.477 -2.379 -3.479
C -2.868 -1.849 -3.226
C -0.879 -3.268 -2.574
C 0.397 -3.788 -2.827
C 1.030 -4.783 -1.885
C 1.057 -3.400 -3.988
C -1.679 -3.788 -1.425
C -2.515 -4.881 -1.657
C -3.270 -5.438 -0.636
C -3.203 -4.921 0.648
C -2.395 -3.825 0.919
C -1.655 -3.261 -0.127
Ge -0.543 -1.745 0.437
S 1.378 -2.281 1.476
S 0.509 -0.256 -1.123
Ge -0.211 1.384 0.445
S 1.771 1.396 1.524
S -1.557 -0.062 1.502
C -1.139 2.979 -0.224
C -2.121 3.498 0.630
C -2.880 4.576 0.188
C -2.657 5.128 -1.063
C -1.655 4.627 -1.878
C -0.867 3.551 -1.471
C 0.228 3.115 -2.385
C 1.509 3.649 -2.238
C 1.853 4.590 -1.106
C 2.461 3.367 -3.215
C 2.188 2.558 -4.304
C 3.231 2.278 -5.356
C 0.906 2.022 -4.419
C -0.085 2.305 -3.491
C -1.485 1.783 -3.682
C -2.324 2.957 2.006
C -3.481 2.229 2.316
C -4.537 1.942 1.277
C -3.659 1.782 3.622
C -2.726 2.035 4.617
C -2.954 1.584 6.036
C -1.588 2.766 4.288
C -1.375 3.249 3.004
C -0.187 4.143 2.720
C -2.252 -3.291 2.307
C -1.192 -3.748 3.105
C -0.256 -4.825 2.610
C -1.056 -3.240 4.392
C -1.960 -2.322 4.914
C -1.824 -1.845 6.336
C -3.023 -1.909 4.117
C -3.194 -2.384 2.822
C -4.393 -1.969 2.003
H 0.737 -1.333 -6.687
H 1.231 -3.016 -6.859
H 2.255 -1.901 -5.963
H -1.257 -1.364 -5.350
H -3.171 -1.153 -4.008
H -2.929 -1.335 -2.262
H -3.596 -2.662 -3.197
H 0.333 -5.581 -1.624
H 1.339 -4.304 -0.949
H 1.912 -5.238 -2.341
H 2.030 -3.826 -4.217
H -2.555 -5.303 -2.657
H -3.911 -6.288 -0.842
H -3.770 -5.371 1.456
H -3.642 4.983 0.843
H -3.255 5.969 -1.397
H -1.456 5.080 -2.844
H 1.119 4.551 -0.304
H 1.890 5.621 -1.468
H 2.829 4.353 -0.678
H 3.440 3.838 -3.148
H 4.166 2.796 -5.140
H 2.885 2.604 -6.338
H 3.439 1.208 -5.422
H 0.667 1.398 -5.277
H -1.524 1.081 -4.512
H -2.179 2.599 -3.897
H -1.853 1.280 -2.783
H -4.118 1.894 0.272
H -5.302 2.723 1.280
H -5.034 0.995 1.488
H -4.561 1.224 3.864
H -3.793 0.891 6.103
H -3.180 2.441 6.674
H -2.063 1.102 6.443
H -0.861 2.993 5.065
H 0.338 4.381 3.645
H -0.509 5.078 2.258
H 0.531 3.679 2.040
H 0.066 -4.645 1.583
H -0.757 -5.796 2.622
H 0.627 -4.893 3.245
H -0.237 -3.593 5.014
H -0.776 -1.730 6.616
H -2.267 -2.572 7.020
H -2.335 -0.895 6.488
H -3.744 -1.202 4.520
H -4.964 -1.195 2.517
H -5.053 -2.821 1.830
H -4.096 -1.586 1.024
S 4.068 0.947 -0.998
C 4.797 2.256 -0.162
N 5.440 3.156 -0.945
C 6.103 4.241 -0.484
C 6.163 4.485 0.852
C 5.530 3.580 1.715
C 4.860 2.486 1.219
H 5.400 2.985 -1.940
H 6.555 4.885 -1.226
H 6.695 5.347 1.227
H 5.575 3.746 2.785
H 4.361 1.800 1.879

These are the Mulliken partial charges, in e, on atoms 1 to 8: number 1, W, carries 1.243; number 2, N, carries -0.794; number 3, N, carries -0.268; number 4, C, carries 0.764; number 5, N, carries -0.390; number 6, S, carries -0.173; number 7, H, carries 0.333; number 8, H, carries 0.390


(3)
Computed, not measured: a molecular structure, C6H15NNaO2 in a non-equilibrium geometry, with wB97M-V/def2-TZVPD.

Total charge = +1
Kohn-Sham gap = 7.57 eV
Total energy = -604.86180 Eh
LUMO = -4.817 eV

Cartesian coordinates (Å):
Na 12.600 -13.848 -5.796
C 14.160 -8.764 -5.038
O 15.527 -9.277 -5.124
C 15.596 -10.475 -4.251
C 16.366 -11.446 -5.078
N 15.653 -11.774 -6.318
C 16.478 -12.567 -7.278
C 15.646 -13.080 -8.429
O 14.569 -13.918 -8.036
C 14.957 -15.246 -7.703
H 14.033 -8.560 -3.975
H 13.386 -9.435 -5.410
H 13.991 -7.846 -5.601
H 14.626 -10.889 -3.979
H 16.230 -9.994 -3.506
H 16.457 -12.426 -4.609
H 17.351 -11.029 -5.290
H 15.544 -10.838 -6.684
H 16.825 -13.478 -6.791
H 17.313 -12.002 -7.692
H 16.373 -13.517 -9.115
H 15.326 -12.262 -9.073
H 15.294 -15.800 -8.580
H 14.069 -15.827 -7.455
H 15.699 -15.434 -6.928

These are the Mulliken partial charges, in e, on atoms 1 to 8: number 1, Na, carries 0.910; number 2, C, carries -0.675; number 3, O, carries -0.364; number 4, C, carries -0.541; number 5, C, carries -0.702; number 6, N, carries -0.203; number 7, C, carries -0.711; number 8, C, carries -0.627


(4)
Computed, not measured: 2 unconnected molecules or ions with the total composition C10H16O in a non-equilibrium geometry, with wB97M-V/def2-TZVPD.

Kohn-Sham gap = 9.29 eV
SMILES string = Cc1ccc(O)cc1.CCC
Total energy = -465.82327 Eh
LUMO = 0.888 eV

Cartesian coordinates (Å):
C 3.030 0.672 1.087
C 1.857 1.123 0.254
C 0.804 1.792 0.918
C -0.402 2.162 0.357
C -0.426 1.914 -1.031
O -1.491 2.428 -1.782
C 0.508 1.162 -1.716
C 1.719 0.835 -1.083
H 3.908 0.264 0.510
H 2.634 -0.175 1.654
H 3.640 1.486 1.551
H 0.936 2.149 1.972
H -1.235 2.630 0.870
H -1.948 2.900 -1.065
H 0.341 0.858 -2.733
H 2.424 0.283 -1.706
C -2.443 -1.131 0.249
C -1.214 -1.924 0.764
C -0.797 -3.006 -0.215
H -3.275 -1.856 0.306
H -2.162 -0.856 -0.803
H -2.781 -0.146 0.739
H -0.300 -1.329 0.845
H -1.410 -2.458 1.679
H 0.030 -3.634 0.106
H -1.721 -3.464 -0.582
H -0.226 -2.679 -1.144

These are the Mulliken partial charges, in e, on atoms 1 to 8: number 1, C, carries -1.324; number 2, C, carries 0.437; number 3, C, carries -0.477; number 4, C, carries -0.615; number 5, C, carries 0.841; number 6, O, carries -0.547; number 7, C, carries -0.581; number 8, C, carries -0.383